{"formula": "C22H41BN6NiO3SSi", "method": "ωB97M-V/def2-TZVPD", "s2": 2.006, "e_tot_ha": -3638.27617, "e_homo_ev": [-8.27, -8.28], "lumo_ev": [0.657, 0.314], "spin_multiplicity": 3, "max_force_ev_per_a": 2.43, "symbols": ["H", "N", "B", "N", "C", "Ni", "H", "C", "H", "C", "H", "C", "H", "H", "H", "N", "N", "N", "N", "C", "C", "H", "H", "C", "C", "C", "C", "H", "H", "H", "H", "H", "C", "C", "C", "C", "O", "Si", "S", "O", "C", "C", "C", "C", "O", "C", "C", "C", "C", "H", "H", "H", "H", "H", "H", "H", "H", "H", "H", "H", "H", "H", "H", "H", "H", "H", "H", "H", "H", "H", "H", "H", "H", "H", "H", "H"], "coordinates": [[2.32422, -1.90403, -0.25032], [0.88933, -1.09188, -1.54537], [-0.63997, -0.43742, -3.45596], [0.50596, -1.31484, -2.86087], [1.30857, -2.27085, -3.38527], [0.23305, 0.41946, -0.46465], [1.18777, -2.56622, -4.41332], [2.19494, -2.69208, -2.38740], [2.95891, -3.43973, -2.45735], [1.89408, -1.93818, -1.24944], [-0.94729, -0.75765, -4.56493], [-0.51913, 3.14796, 2.30269], [-0.19484, 3.40165, 3.31570], [-1.49893, 2.66935, 2.33809], [-0.56110, 4.04742, 1.68370], [-0.10407, 1.02695, -3.35728], [-1.81071, -0.48165, -2.41597], [0.27879, 1.50411, -2.10581], [-1.52236, -0.09851, -1.10650], [0.02899, 2.02379, -4.26528], [-3.13483, -0.73021, -2.50289], [-0.19808, 1.83367, -5.30179], [-3.57550, -1.01408, -3.45535], [0.48508, 3.16324, -3.59696], [-3.70844, -0.54688, -1.24629], [0.63206, 2.80357, -2.25352], [-2.67106, -0.13673, -0.38991], [0.69015, 4.12832, -4.02495], [-4.72926, -0.69554, -0.95504], [0.94939, 3.37345, -1.39007], [-2.66561, 0.14889, 0.65233], [0.18856, 2.43943, 1.85664], [1.02089, 2.04540, 5.81015], [2.29208, 1.55601, 5.13432], [2.90139, 2.66390, 4.28763], [3.28354, 1.14019, 6.20744], [2.03476, 0.38548, 4.30928], [1.38267, -0.38059, 3.01389], [1.64016, 0.56013, 1.17102], [2.09136, -1.87712, 2.99912], [3.29604, -2.34380, 3.68734], [4.47116, -1.42448, 3.38714], [3.04069, -2.42835, 5.18298], [3.57653, -3.73632, 3.13661], [-0.22467, -0.55629, 3.38944], [-0.97069, -1.79978, 3.27960], [-0.91694, -2.36537, 1.86280], [-0.45049, -2.79651, 4.30094], [-2.42137, -1.49386, 3.61466], [1.27566, 2.89511, 6.46289], [0.58809, 1.25924, 6.43765], [0.27087, 2.38015, 5.08604], [3.23504, 3.48877, 4.93874], [3.77464, 2.29153, 3.74034], [2.17180, 3.06011, 3.57242], [2.84607, 0.37874, 6.85971], [4.20469, 0.74623, 5.76602], [3.54536, 2.00807, 6.82608], [4.33094, -0.43017, 3.82728], [5.37963, -1.86898, 3.82006], [4.61276, -1.32280, 2.30515], [2.17486, -3.06361, 5.39561], [3.92553, -2.87924, 5.65467], [2.86897, -1.43800, 5.61947], [2.74507, -4.41442, 3.35428], [3.72344, -3.70236, 2.05261], [4.48374, -4.15341, 3.59199], [0.08494, -2.71320, 1.58270], [-1.60435, -3.22304, 1.80530], [-1.26106, -1.61122, 1.13836], [-0.43538, -2.33703, 5.29798], [-1.13364, -3.65446, 4.32461], [0.54999, -3.15368, 4.04006], [-2.50772, -1.12218, 4.63825], [-2.85128, -0.76345, 2.92441], [-3.02422, -2.40730, 3.54252]], "forces_ev_per_angstrom": [[-0.07, -0.08, -0.36], [0.66, -1.33, -0.98], [0.49, 0.29, 1.01], [0.85, -0.26, 1.23], [-0.06, 0.38, 1.09], [-0.16, -0.67, -0.75], [0.03, -0.11, 0.00], [-0.26, 0.03, -0.35], [0.09, -0.16, -0.16], [-0.94, 0.75, -0.86], [-0.06, 0.03, 0.05], [0.11, -0.10, -0.18], [-0.11, 0.03, -0.23], [-0.01, 0.11, 0.06], [-0.07, -0.03, 0.13], [0.57, 1.26, 0.99], [-0.16, 0.49, 1.71], [0.20, 1.52, -1.64], [-2.38, -0.48, -0.15], [0.16, -0.16, 1.27], [0.39, 0.04, 0.43], [-0.02, 0.12, 0.03], [0.12, 0.02, 0.35], [-0.04, -0.10, -0.31], [0.16, 0.10, 0.10], [-0.62, -1.63, -0.65], [0.78, -0.28, -2.15], [0.00, 0.00, -0.08], [-0.21, 0.00, -0.14], [0.01, -0.07, -0.17], [-0.06, -0.09, -0.10], [-0.21, 0.33, 0.27], [-0.22, 0.07, 0.11], [-0.11, -0.25, -0.59], [0.10, 0.24, -0.13], [0.20, -0.13, 0.19], [0.13, 0.56, 0.09], [-0.36, -0.12, 1.12], [1.11, 0.40, 0.66], [0.54, 0.23, 0.11], [-0.51, 0.21, -0.35], [0.28, 0.04, 0.04], [0.13, -0.01, 0.34], [0.01, -0.15, -0.10], [-0.03, -0.65, -0.41], [0.11, 0.30, 0.00], [-0.05, -0.10, -0.18], [-0.02, -0.41, 0.10], [-0.27, 0.11, 0.11], [-0.11, -0.21, -0.20], [0.02, 0.07, -0.15], [0.15, -0.16, 0.12], [-0.15, -0.24, -0.21], [-0.16, 0.04, 0.03], [0.17, -0.12, 0.05], [0.09, 0.05, -0.06], [-0.13, 0.03, 0.06], [-0.07, -0.17, -0.12], [-0.02, -0.25, -0.17], [-0.16, 0.17, -0.14], [-0.03, 0.00, 0.16], [0.18, 0.08, -0.02], [-0.22, 0.11, 0.01], [0.04, -0.33, -0.18], [0.06, 0.10, -0.04], [-0.04, 0.03, 0.11], [-0.17, 0.11, -0.06], [-0.15, 0.16, 0.08], [0.21, 0.18, -0.06], [0.20, -0.32, 0.24], [0.05, -0.09, -0.20], [0.13, 0.06, 0.08], [-0.33, 0.12, 0.09], [0.01, 0.11, -0.10], [0.10, 0.06, 0.09], [0.14, 0.12, 0.00]], "mulliken_spin": [-0.004, 0.079, -0.017, 0.015, 0.001, 1.678, 0.001, 0.005, 0.001, 0.008, 0.000, -0.004, 0.000, -0.001, 0.000, 0.008, 0.014, 0.060, 0.064, -0.001, -0.001, 0.000, 0.000, 0.007, 0.010, 0.000, 0.013, 0.000, 0.001, 0.001, -0.001, 0.011, 0.000, 0.002, 0.002, 0.001, 0.006, 0.023, 0.013, 0.006, 0.001, 0.001, 0.000, 0.000, 0.003, -0.001, 0.001, 0.000, 0.001, 0.000, 0.000, 0.000, 0.000, -0.001, -0.001, 0.000, 0.000, 0.000, 0.000, 0.000, 0.000, 0.000, 0.000, 0.000, 0.000, 0.000, 0.000, -0.002, 0.000, -0.002, 0.000, 0.000, 0.000, 0.000, 0.000, 0.000]}

{"formula": "C29H40N2O5PPdSSi", "method": "ωB97M-V/def2-TZVPD", "de_lowest_kj_mol": 63.2, "e_tot_ha": -2771.83451, "e_homo_ev": -3.92, "total_charge": -1, "lumo_ev": 2.288, "max_force_ev_per_a": 0.96, "symbols": ["Pd", "O", "C", "C", "O", "C", "C", "O", "C", "O", "O", "C", "Si", "C", "C", "C", "C", "C", "C", "C", "H", "H", "H", "H", "H", "H", "H", "H", "H", "H", "H", "C", "C", "C", "C", "P", "C", "C", "C", "C", "C", "C", "C", "C", "C", "C", "H", "H", "H", "H", "H", "H", "H", "H", "H", "H", "H", "H", "H", "H", "H", "H", "H", "H", "H", "H", "H", "H", "H", "C", "N", "C", "N", "S", "H", "H", "H", "H", "H", "H"], "coordinates": [[-0.33943, 0.24897, 0.59929], [-3.65605, 1.75091, 5.83346], [-3.15802, 1.34796, 4.80372], [-3.54308, 1.76030, 3.40283], [-4.43189, 2.52984, 3.09298], [-2.58835, 1.07866, 2.50462], [-1.69152, 0.27486, 3.27697], [-0.71930, -0.38721, 2.77306], [-2.00112, 0.39641, 4.68931], [-1.39718, -0.11635, 5.63649], [-2.50396, 1.18250, 1.25981], [-2.53763, -2.32955, 1.65454], [-1.35339, -1.81828, 0.29672], [-2.27560, -2.14047, -1.31347], [0.12698, -2.98605, 0.43300], [0.48660, -3.88910, -0.56901], [1.58887, -4.72307, -0.42721], [2.35472, -4.66653, 0.72843], [2.00851, -3.77941, 1.73991], [0.90912, -2.94697, 1.59304], [-2.90265, -3.33650, 1.43008], [-3.39112, -1.65068, 1.71618], [-2.03983, -2.33103, 2.62080], [-2.39367, -3.22101, -1.43761], [-1.77601, -1.74111, -2.19533], [-3.27022, -1.69414, -1.25405], [-0.10856, -3.94775, -1.47383], [1.85132, -5.41661, -1.21806], [3.21684, -5.31282, 0.84133], [2.60563, -3.73537, 2.64353], [0.64971, -2.24321, 2.37786], [2.91057, 0.74026, -1.51599], [1.90256, 1.83231, -1.89863], [2.12003, 3.04618, -0.98738], [2.16893, 2.22775, -3.35194], [0.17742, 1.13463, -1.56521], [0.11784, -0.14573, -2.89254], [0.70992, -1.36808, -2.57359], [0.83984, -2.37607, -3.51674], [0.35082, -2.19429, -4.80171], [-0.26512, -0.99550, -5.13005], [-0.36834, 0.01985, -4.18913], [-1.13058, 2.42813, -1.95059], [-1.24795, 3.34127, -0.71636], [-2.45131, 1.65003, -2.06616], [-0.91825, 3.33010, -3.16888], [3.91135, 1.18062, -1.49537], [2.91478, -0.07172, -2.24293], [2.71123, 0.31812, -0.53081], [3.17395, 3.33653, -1.01981], [1.87091, 2.81919, 0.05035], [1.52967, 3.90152, -1.31698], [3.23791, 2.43705, -3.45635], [1.62949, 3.12534, -3.64700], [1.92086, 1.42533, -4.04794], [1.07151, -1.52818, -1.56419], [1.31438, -3.30854, -3.23739], [0.44629, -2.97928, -5.54140], [-0.66386, -0.84250, -6.12537], [-0.85318, 0.93887, -4.48279], [-1.35647, 2.76489, 0.20030], [-2.15116, 3.94962, -0.81300], [-0.39625, 4.01519, -0.62487], [-2.60081, 1.02178, -1.18608], [-2.49177, 1.02495, -2.95866], [-3.27838, 2.36320, -2.10509], [-0.12616, 4.05685, -2.98567], [-1.84106, 3.89245, -3.33839], [-0.68015, 2.79925, -4.08861], [1.88977, -0.34078, 5.79099], [2.25688, -0.14906, 4.39859], [1.74563, 0.79433, 3.60148], [0.99201, 1.74844, 4.18129], [2.11363, 0.77783, 1.94869], [2.45158, -1.18810, 6.17758], [0.82017, -0.53997, 5.89647], [2.15491, 0.54147, 6.37656], [2.70947, -0.89982, 3.90705], [0.47831, 1.48754, 5.01642], [0.45847, 2.29957, 3.52847]], "forces_ev_per_angstrom": [[0.50, -0.11, 0.44], [-0.03, -0.03, 0.00], [0.02, -0.01, 0.04], [-0.01, 0.02, 0.01], [0.00, -0.03, 0.01], [0.17, -0.11, -0.13], [-0.13, 0.18, 0.23], [0.15, 0.04, -0.55], [0.09, -0.02, -0.09], [0.13, 0.05, 0.03], [-0.41, 0.17, 0.01], [-0.05, 0.17, -0.03], [0.03, 0.29, -0.13], [0.11, 0.15, -0.05], [0.03, 0.05, 0.00], [-0.09, -0.09, 0.11], [0.01, 0.00, 0.00], [0.01, 0.00, -0.01], [0.01, -0.01, -0.02], [0.01, 0.02, 0.02], [-0.02, 0.00, -0.04], [0.00, -0.01, -0.02], [-0.01, -0.10, 0.01], [-0.05, -0.02, -0.01], [-0.08, -0.08, 0.01], [-0.01, 0.00, 0.04], [0.01, -0.01, 0.03], [-0.01, -0.01, 0.00], [0.00, 0.00, 0.00], [-0.01, 0.00, 0.01], [0.01, 0.00, 0.00], [-0.01, -0.02, 0.07], [-0.03, 0.03, 0.26], [-0.01, -0.01, -0.02], [-0.02, 0.00, -0.02], [-0.37, -0.88, -0.01], [0.17, 0.15, -0.10], [0.14, 0.10, -0.02], [0.03, 0.02, -0.05], [0.01, 0.02, 0.01], [-0.02, -0.01, 0.01], [-0.10, 0.01, 0.00], [0.00, -0.02, 0.17], [0.04, 0.01, 0.01], [0.05, -0.05, 0.00], [-0.01, -0.01, -0.02], [0.00, 0.01, -0.02], [0.01, 0.00, -0.02], [0.00, -0.01, -0.03], [0.01, -0.01, -0.02], [0.02, 0.02, 0.00], [0.03, 0.00, 0.00], [0.00, 0.01, 0.00], [0.01, -0.03, -0.01], [0.02, -0.01, 0.00], [-0.02, 0.01, -0.04], [0.01, 0.02, -0.01], [-0.02, -0.01, 0.01], [0.00, 0.00, 0.00], [0.02, -0.01, 0.01], [-0.06, -0.02, 0.03], [0.00, 0.01, -0.04], [-0.03, -0.01, 0.02], [-0.02, 0.03, 0.02], [-0.02, 0.00, 0.00], [0.00, 0.02, -0.01], [-0.01, 0.00, -0.01], [0.00, 0.02, 0.01], [-0.01, 0.03, 0.01], [-0.05, 0.00, 0.01], [-0.05, -0.08, 0.02], [0.06, -0.21, -0.11], [-0.19, -0.06, 0.08], [0.03, 0.34, -0.03], [0.01, 0.02, 0.00], [-0.04, 0.02, -0.01], [0.02, 0.00, 0.02], [0.03, 0.03, -0.02], [-0.02, -0.01, -0.05], [0.03, 0.05, -0.01]], "lowdin_charge": [0.430, 0.087, -0.290, -0.297, 0.080, -0.333, -0.345, -0.179, -0.326, 0.013, -0.079, -0.185, 0.578, -0.192, -0.275, -0.131, -0.102, -0.105, -0.090, -0.098, 0.036, 0.038, 0.028, 0.031, 0.002, 0.032, 0.084, 0.095, 0.093, 0.095, 0.080, -0.116, -0.666, -0.107, -0.083, 1.092, -0.350, -0.147, -0.080, -0.085, -0.083, -0.102, -0.665, -0.100, -0.095, -0.091, 0.087, 0.072, 0.001, 0.087, 0.027, 0.059, 0.086, 0.058, 0.074, 0.083, 0.098, 0.098, 0.100, 0.081, 0.045, 0.094, 0.060, 0.052, 0.066, 0.090, 0.065, 0.087, 0.056, -0.068, -0.045, -0.892, 0.132, 0.626, 0.083, 0.067, 0.086, 0.104, 0.089, 0.096]}

{"formula": "C8H6N2O2", "method": "ωB97M-V/def2-TZVPD", "de_lowest_kj_mol": 935.8, "e_tot_ha": -568.12589, "e_homo_ev": -9.10, "smiles": "C=C1C/C1=N\\C=O.C#CC#[N+][O-]", "lumo_ev": -0.346, "max_force_ev_per_a": 3.88, "symbols": ["C", "C", "C", "C", "N", "C", "O", "H", "H", "H", "H", "H", "C", "C", "C", "N", "O", "H"], "coordinates": [[2.18086, 1.91861, -1.13790], [1.74052, 0.75218, -0.73503], [2.04500, -0.64923, -0.17374], [0.72928, -0.17937, -0.75793], [-0.36378, -0.68199, -1.10047], [-1.08413, -1.85262, -0.81515], [-1.84704, -1.89504, 0.10258], [3.20434, 2.16644, -0.91733], [1.59596, 2.69753, -1.57569], [2.44329, -1.37037, -0.83335], [2.03411, -0.64287, 0.91835], [-0.83002, -2.54572, -1.61630], [-0.99008, 0.13441, 3.06653], [-1.55482, 0.26612, 1.99952], [-2.24956, 0.62885, 0.86940], [-2.89685, 0.69933, -0.11786], [-3.62120, 0.87620, -1.03968], [-0.53585, -0.32245, 3.86409]], "forces_ev_per_angstrom": [[0.88, 0.19, 0.70], [0.62, 0.02, -1.02], [-1.61, 2.33, 0.77], [-1.34, -2.71, 0.62], [-0.68, 1.05, -0.10], [1.97, 1.92, -0.47], [-0.35, -1.22, 0.05], [0.34, 0.14, -0.09], [-0.56, 0.09, -0.26], [1.11, -0.76, -0.09], [0.54, -0.64, -0.32], [-0.73, -0.96, 0.02], [-1.21, 0.05, -2.55], [0.26, 0.60, 0.73], [-1.48, 0.15, -2.23], [1.64, 0.16, 3.51], [-0.23, -0.03, -0.84], [0.84, -0.40, 1.56]], "lowdin_charge": [0.111, -0.215, 0.030, -0.261, 0.174, -0.310, 0.050, 0.068, 0.068, 0.093, 0.108, 0.128, 0.143, -0.110, -0.033, -0.109, 0.053, 0.011]}

> What is the formula in the third record?

C8H6N2O2

> Which formula does entry 1 have?

C22H41BN6NiO3SSi